# 1
C11H19N2O | ωB97M-V with the def2-TZVPD basis set

Summary:
SMILES string ... CCC(=C/[N+]#COC)/C=N/C(C)(C)C
HOMO level ... -12.77 eV
DFT total energy ... -614.86976 Eh
Lowest unoccupied orbital energy ... -0.1466 hartree
Max |F| ... 4.7 eV/Å
Charge ... +1

Atoms and positions in Å:
C 0.822 -2.118 -3.212
C 0.126 -2.778 -2.037
C 0.170 -1.888 -0.819
C 1.112 -2.046 0.159
N 1.140 -1.141 1.160
C 1.702 -0.868 2.155
O 2.246 -0.383 3.156
C 3.233 0.597 3.071
C -0.906 -0.883 -0.674
N -0.623 0.095 0.080
C -1.388 1.336 0.206
C -2.653 1.410 -0.592
C -0.626 2.577 -0.274
C -1.690 1.581 1.704
H 1.842 -1.828 -3.011
H 0.332 -1.264 -3.467
H 0.830 -2.760 -4.040
H 0.557 -3.769 -1.847
H -0.961 -3.073 -2.048
H 2.035 -2.707 -0.020
H 3.215 1.097 2.151
H 4.154 0.198 3.033
H 3.112 1.229 3.979
H -1.663 -0.759 -1.373
H -2.579 1.411 -1.607
H -3.480 0.759 -0.244
H -3.200 2.441 -0.515
H -1.276 3.389 -0.173
H 0.364 2.704 0.080
H -0.379 2.508 -1.314
H -0.959 2.071 2.216
H -2.626 2.178 1.772
H -1.983 0.685 2.347


# 2
C11H19N2O | ωB97M-V with the def2-TZVPD basis set

Summary:
HOMO level ... -10.96 eV
DFT total energy ... -614.87791 Eh
Lowest unoccupied orbital energy ... -0.1146 hartree
Max |F| ... 5.0 eV/Å
Charge ... +1

Atoms and positions in Å:
C -0.739 0.169 2.051
C -0.388 1.529 2.220
C -0.503 -0.065 0.734
C 0.158 1.963 1.042
C 0.652 0.968 -1.180
C -0.115 -0.008 -2.010
C -0.201 -1.947 -0.513
C -0.555 2.299 3.470
C 0.700 3.339 0.695
C 0.818 -2.807 0.299
C -0.371 -2.142 -2.883
N 0.146 0.971 0.164
N 0.292 -1.371 -1.808
O -1.449 -2.615 -0.769
H -1.278 -0.470 2.625
H 1.695 0.663 -1.164
H 0.642 1.872 -1.676
H -1.154 0.030 -1.723
H 0.116 0.263 -3.044
H -0.976 3.269 3.333
H -1.273 1.737 4.027
H 0.454 2.219 4.107
H 0.305 4.020 1.500
H 1.802 3.354 0.625
H 0.063 3.459 -0.306
H 1.862 -2.696 0.101
H 0.615 -3.804 0.083
H 0.732 -2.703 1.342
H -0.273 -3.195 -2.928
H -1.479 -1.955 -2.917
H -0.027 -1.785 -3.833
H 1.392 -1.538 -1.708
H -1.662 -3.023 0.043


# 3
C11H19N3O | ωB97M-V with the def2-TZVPD basis set

Summary:
HOMO level ... -17.23 eV
DFT total energy ... -669.25424 Eh
Lowest unoccupied orbital energy ... -0.3021 hartree
Max |F| ... 6.4 eV/Å
Charge ... +2

Atoms and positions in Å:
C -1.039 -1.711 0.173
C 2.181 -2.032 0.056
C 1.207 -1.729 2.240
C -1.193 1.845 0.582
C 0.358 1.656 -1.430
C -2.125 2.413 -0.523
C -0.918 1.362 -2.283
C 1.889 -0.531 0.240
C 1.457 -0.332 1.698
C 1.151 -2.669 0.937
C 0.562 -0.018 0.453
N -0.212 -2.685 0.354
N -2.137 -1.547 -0.449
N 0.113 1.360 0.013
O -2.195 1.636 -1.700
H 2.047 -2.349 -1.044
H 3.266 -2.287 0.467
H 2.058 -2.121 2.866
H 0.288 -1.921 2.926
H -1.093 2.557 1.358
H -1.691 1.018 0.949
H 1.134 1.167 -1.834
H 0.447 2.642 -1.593
H -3.193 2.429 -0.179
H -1.832 3.476 -0.673
H -0.776 1.960 -3.158
H -0.824 0.303 -2.581
H 2.441 0.153 -0.371
H 1.804 0.494 2.470
H 1.478 -3.713 1.209
H -0.477 -3.608 0.079
H -2.600 -0.574 -0.452
H -2.782 -2.352 -0.664
H 0.805 1.981 0.563


# 4
C11H19NO3 | ωB97M-V with the def2-TZVPD basis set

Summary:
HOMO level ... -16.57 eV
DFT total energy ... -710.21810 Eh
Lowest unoccupied orbital energy ... -0.2989 hartree
Max |F| ... 5.6 eV/Å
Charge ... +2

Atoms and positions in Å:
C 2.632 -1.469 -0.353
C 2.782 -0.220 0.164
C -2.658 2.134 -0.552
C 1.641 0.056 1.104
C -0.166 -0.253 -0.047
C 0.701 -1.162 0.886
C 0.594 0.998 0.445
C -4.314 -0.591 -0.199
C 3.994 0.585 -0.121
C -2.801 -1.065 -0.238
C -1.896 0.061 0.298
N 1.478 -2.260 0.062
O 0.774 1.829 -0.587
O 3.587 1.896 -0.490
O -2.023 1.101 -0.727
H 3.313 -1.967 -1.050
H -2.799 2.805 -1.404
H -2.976 2.499 0.529
H 1.920 0.276 2.169
H -0.322 -0.363 -1.060
H 0.107 -1.662 1.624
H -0.114 1.378 1.271
H -4.403 0.411 -0.735
H -4.547 -0.448 0.826
H -5.153 -1.251 -0.706
H 4.427 0.008 -1.035
H 4.617 0.619 0.772
H -2.773 -1.921 0.438
H -2.574 -1.222 -1.335
H -2.165 0.397 1.333
H 1.139 -2.739 -0.772
H 1.752 -2.900 0.794
H 1.829 1.912 -0.704
H 4.397 2.528 -0.601